Entry 1:
{
  "formula": "C32H64IInN4O4",
  "method": "ωB97M-V/def2-TZVPD",
  "elements": ["C", "C", "C", "N", "In", "C", "C", "O", "I", "H", "H", "H", "H", "H", "H", "H", "H", "H", "H", "C", "C", "C", "C", "C", "C", "N", "O", "C", "C", "C", "H", "H", "H", "H", "H", "H", "H", "H", "H", "H", "H", "H", "H", "H", "H", "H", "H", "H", "C", "C", "C", "C", "C", "C", "N", "O", "C", "C", "C", "H", "H", "H", "H", "H", "H", "H", "H", "H", "H", "H", "H", "H", "H", "H", "H", "H", "H", "C", "C", "C", "C", "C", "C", "N", "O", "C", "C", "C", "H", "H", "H", "H", "H", "H", "H", "H", "H", "H", "H", "H", "H", "H", "H", "H", "H", "H"],
  "positions_angstrom": [[-5.2858, -4.4201, 2.5657], [-4.9854, -2.9577, 2.1960], [-4.1966, -2.6251, 0.8908], [-5.3838, -2.0169, 2.9130], [-7.0841, -1.0990, 1.8856], [-8.6688, -2.7059, 1.7343], [-8.9287, -3.2494, 0.3709], [-9.9958, -3.2358, -0.0801], [-7.3796, -4.1245, -0.8712], [-4.3906, -5.0298, 2.3703], [-5.5418, -4.4693, 3.6219], [-6.1086, -4.7717, 1.9365], [-3.4712, -3.4151, 0.6509], [-3.7371, -1.6457, 1.0108], [-4.9365, -2.5210, 0.0923], [-7.6172, 0.2129, 2.9898], [-6.5268, -0.4682, 0.3225], [-9.6112, -2.2983, 2.1002], [-8.3705, -3.5234, 2.4018], [-4.3913, 4.1459, -0.2311], [-4.1502, 2.8214, -0.9826], [-2.9983, 2.9712, -1.9794], [-3.3742, 3.7110, -3.2598], [-4.6027, 3.0618, -3.8949], [-5.7903, 2.9704, -2.9318], [-5.4144, 2.3613, -1.6222], [-5.3283, 1.0787, -1.7846], [-6.3849, 4.3820, -2.7334], [-6.9185, 2.1850, -3.6065], [-3.6808, 1.8676, 0.1224], [-4.7867, 4.9508, -0.8459], [-5.0859, 3.9965, 0.5975], [-3.4541, 4.5194, 0.1867], [-2.6298, 1.9779, -2.2550], [-2.1598, 3.4809, -1.5004], [-3.5511, 4.7710, -3.0524], [-2.5391, 3.6730, -3.9643], [-4.8922, 3.6243, -4.7872], [-4.3299, 2.0590, -4.2390], [-7.0890, 4.4010, -1.9001], [-6.9291, 4.6962, -3.6262], [-5.6350, 5.1553, -2.5736], [-6.6013, 1.1908, -3.9176], [-7.2501, 2.7060, -4.5061], [-7.7771, 2.0823, -2.9406], [-4.4780, 1.6682, 0.8409], [-2.8447, 2.3135, 0.6641], [-3.3331, 0.9141, -0.2729], [2.8807, 0.2764, 1.1140], [1.3793, 0.5664, 0.9264], [0.5336, -0.4610, 1.6913], [0.4341, -1.8176, 1.0032], [-0.0421, -1.6438, -0.4355], [0.8367, -0.6788, -1.2369], [1.0512, 0.6214, -0.5292], [-0.0212, 1.3342, -0.6728], [2.1858, -1.3658, -1.5447], [0.2054, -0.4635, -2.6156], [1.1857, 1.9208, 1.6153], [3.2300, -0.6346, 0.6395], [3.4853, 1.0969, 0.7225], [3.1195, 0.1699, 2.1744], [-0.4817, -0.0715, 1.8208], [0.9372, -0.5942, 2.6976], [1.3977, -2.3356, 1.0377], [-0.2732, -2.4499, 1.5440], [-0.0669, -2.6177, -0.9303], [-1.0748, -1.2806, -0.4220], [2.9184, -0.6511, -1.9244], [2.0560, -2.1346, -2.3083], [2.6185, -1.8858, -0.6917], [-0.8151, -0.0884, -2.5492], [0.1576, -1.4091, -3.1556], [0.7954, 0.2360, -3.2124], [1.7170, 2.7148, 1.0862], [1.5783, 1.8772, 2.6321], [0.1362, 2.2028, 1.6897], [8.9528, 0.6199, -0.0583], [7.6528, 0.3504, 0.7251], [7.8970, 0.4841, 2.2336], [8.6068, -0.7136, 2.8559], [7.8658, -2.0021, 2.5090], [7.6800, -2.1898, 1.0014], [7.0950, -0.9812, 0.3432], [5.8215, -0.9695, 0.5866], [9.0417, -2.5555, 0.3712], [6.8137, -3.4290, 0.7578], [6.7364, 1.5030, 0.3032], [9.7236, -0.1349, 0.0700], [8.7488, 0.6990, -1.1278], [9.3995, 1.5628, 0.2625], [6.9378, 0.6139, 2.7459], [8.4723, 1.3906, 2.4344], [9.6475, -0.7577, 2.5221], [8.6386, -0.5955, 3.9414], [8.4079, -2.8559, 2.9229], [6.8891, -1.9898, 3.0032], [9.0050, -2.4908, -0.7174], [9.3170, -3.5799, 0.6262], [9.8689, -1.9444, 0.7285], [5.8478, -3.3633, 1.2564], [7.3111, -4.3153, 1.1520], [6.6438, -3.5852, -0.3092], [6.4741, 1.4353, -0.7541], [7.2445, 2.4555, 0.4599], [5.8148, 1.5334, 0.8821]],
  "forces_ev_per_angstrom": [[1.009, 0.202, -0.512], [0.442, 0.360, -0.236], [-0.459, -0.885, 0.366], [-1.170, 0.419, 0.431], [0.406, 0.941, 0.305], [1.051, -0.463, -0.226], [0.878, 0.674, 2.795], [-2.757, -0.057, -2.225], [0.526, -0.202, -0.064], [-0.293, -0.215, 0.001], [-0.115, 0.051, -0.085], [0.083, -0.136, 0.086], [-0.035, 0.232, -0.216], [0.146, -0.136, 0.117], [0.264, -0.193, -0.173], [-0.041, -0.376, -0.180], [-0.198, -0.263, 0.167], [-0.045, -0.089, -0.168], [0.346, 0.166, -0.136], [-0.141, 0.389, -0.171], [0.598, 1.408, 1.573], [0.029, -0.040, -0.651], [-0.088, -0.097, 0.047], [0.508, -0.033, 0.097], [-1.161, 1.523, -0.638], [1.484, -1.524, -1.294], [-0.612, -0.235, 0.288], [0.140, 0.317, 0.114], [0.090, -0.608, 0.176], [-0.315, -0.566, -0.110], [-0.011, -0.048, -0.054], [-0.024, -0.082, -0.063], [0.036, -0.169, 0.004], [-0.101, -0.044, 0.072], [-0.075, -0.088, 0.190], [-0.066, -0.015, 0.003], [0.005, 0.023, 0.029], [-0.208, -0.019, 0.068], [-0.069, -0.062, 0.125], [0.061, -0.052, 0.041], [0.009, -0.193, -0.040], [0.012, -0.064, 0.113], [0.013, -0.033, 0.199], [0.111, 0.173, 0.077], [0.054, -0.047, 0.029], [-0.035, -0.060, -0.090], [-0.024, 0.177, -0.133], [-0.130, -0.005, -0.039], [0.152, -0.363, -0.160], [1.756, 0.047, 1.271], [-0.450, -0.355, -0.268], [0.014, 0.030, -0.023], [-0.183, 0.123, 0.512], [1.162, -1.376, -1.167], [-2.398, -0.339, 0.824], [0.246, 0.729, -0.490], [0.255, -0.100, 0.221], [-0.374, 0.577, 0.081], [-0.473, 0.339, -0.422], [-0.026, 0.024, -0.030], [-0.072, -0.009, -0.076], [-0.133, 0.100, 0.017], [0.029, 0.087, -0.119], [0.122, 0.186, -0.039], [0.016, 0.030, -0.043], [0.012, 0.017, 0.003], [0.086, 0.101, -0.174], [0.038, 0.110, -0.026], [-0.013, 0.039, 0.070], [-0.178, 0.098, -0.029], [0.030, 0.128, 0.031], [0.076, 0.123, 0.074], [0.128, -0.075, 0.153], [-0.017, 0.022, 0.041], [-0.029, -0.034, -0.043], [0.089, -0.192, -0.057], [0.009, -0.013, -0.133], [0.356, -0.247, 0.015], [1.421, 1.352, -0.778], [-0.091, -0.448, 0.430], [-0.051, -0.007, -0.051], [-0.059, 0.481, 0.278], [1.472, -1.440, -0.470], [-1.364, 0.240, 2.180], [-0.249, -0.094, -0.777], [0.308, 0.190, -0.024], [-0.619, 0.250, -0.041], [-0.615, -0.288, -0.036], [-0.056, -0.039, 0.032], [-0.070, -0.056, 0.031], [-0.161, 0.038, 0.027], [-0.072, -0.055, -0.143], [-0.047, 0.059, -0.210], [-0.019, -0.027, -0.036], [0.030, 0.017, -0.019], [-0.035, -0.099, -0.195], [-0.066, 0.032, -0.128], [-0.038, 0.064, 0.014], [-0.193, -0.009, 0.045], [-0.061, 0.080, -0.070], [-0.024, 0.132, -0.115], [0.175, 0.123, 0.008], [-0.024, 0.043, 0.018], [-0.016, -0.057, 0.030], [0.179, -0.115, 0.026], [-0.011, -0.127, -0.053]],
  "spin_multiplicity": 4,
  "total_charge": -1,
  "gap_ev": [4.847, 4.330],
  "lumo_ev": [1.69, 1.17]
}


Entry 2:
{
  "formula": "C32H64O16",
  "method": "ωB97M-V/def2-TZVPD",
  "elements": ["C", "C", "O", "C", "O", "O", "C", "H", "H", "H", "H", "H", "H", "H", "H", "C", "C", "O", "C", "O", "O", "C", "H", "H", "H", "H", "H", "H", "H", "H", "C", "C", "O", "C", "O", "O", "C", "H", "H", "H", "H", "H", "H", "H", "H", "C", "C", "O", "C", "O", "O", "C", "H", "H", "H", "H", "H", "H", "H", "H", "C", "C", "C", "O", "C", "H", "H", "H", "H", "H", "H", "H", "H", "C", "C", "C", "O", "C", "H", "H", "H", "H", "H", "H", "H", "H", "C", "C", "C", "O", "C", "H", "H", "H", "H", "H", "H", "H", "H", "C", "C", "C", "O", "C", "H", "H", "H", "H", "H", "H", "H", "H"],
  "positions_angstrom": [[-4.5955, -0.2265, 0.0077], [-5.8155, -0.9934, 0.4649], [-5.3509, -1.7630, 1.5828], [-5.8468, -2.9799, 1.7837], [-6.5226, -3.6133, 1.0200], [-5.2596, -3.4209, 2.8872], [-5.5710, -4.7359, 3.3372], [-4.9348, 0.5735, -0.6626], [-3.9099, -0.8411, -0.5719], [-4.1368, 0.3391, 0.8189], [-6.1243, -1.6265, -0.3633], [-6.5422, -0.3130, 0.9107], [-4.8001, -4.9798, 4.0622], [-5.5169, -5.4397, 2.5064], [-6.5623, -4.7982, 3.7828], [-5.4980, -0.5172, -6.8645], [-4.0003, -0.3097, -6.8632], [-3.4066, -0.5180, -5.5742], [-3.3404, -1.7741, -5.1515], [-3.6594, -2.7793, -5.7201], [-2.8335, -1.7256, -3.9151], [-2.6358, -2.9458, -3.2319], [-5.7360, -1.5601, -6.6604], [-5.8784, -0.2546, -7.8530], [-6.0024, 0.1273, -6.1448], [-3.7970, 0.7291, -7.1242], [-3.4905, -0.9248, -7.6055], [-2.1945, -2.6839, -2.2680], [-1.9505, -3.6719, -3.6697], [-3.6099, -3.4001, -3.0382], [-2.3204, 1.5012, -2.8872], [-2.1755, 2.5516, -1.8433], [-0.8718, 2.6971, -1.3312], [-0.2259, 1.7895, -0.6177], [-0.5922, 0.8861, 0.0702], [1.0401, 2.1983, -0.6121], [1.9972, 1.3358, -0.0309], [-2.2336, 0.4792, -2.5058], [-1.5492, 1.4797, -3.6617], [-3.3056, 1.6549, -3.3294], [-2.9348, 2.4067, -1.0629], [-2.5524, 3.4812, -2.2795], [1.8660, 0.3076, -0.3704], [1.7426, 1.3159, 1.0363], [3.0123, 1.7040, -0.1351], [2.1430, 4.8301, 1.3475], [3.3850, 4.7505, 0.4978], [4.4456, 4.1934, 1.2923], [5.6800, 4.3353, 0.8231], [5.9645, 4.7181, -0.2782], [6.5220, 3.9207, 1.7763], [7.8264, 4.4588, 1.7422], [1.7525, 3.8236, 1.5380], [1.3245, 5.3443, 0.8496], [2.3342, 5.1680, 2.3663], [3.6149, 5.7706, 0.1876], [3.2570, 4.1264, -0.3854], [7.8776, 5.5020, 2.0553], [8.2644, 4.3404, 0.7482], [8.4991, 3.9030, 2.3948], [1.0367, -0.1949, -4.5445], [1.7233, -1.5432, -4.7928], [1.0593, -2.0770, -6.0556], [0.7380, -0.9113, -6.8068], [0.3561, 0.1047, -5.8815], [1.7915, 0.4955, -4.1651], [0.3327, -0.2266, -3.7084], [1.6191, -2.2374, -3.9546], [2.8012, -1.4118, -4.8897], [0.1739, -2.6728, -5.8118], [1.7476, -2.6933, -6.6311], [-0.7359, 0.1740, -5.8230], [0.6031, 1.0997, -6.2611], [-1.5165, -3.1873, 2.1230], [-0.3351, -3.9352, 2.7758], [0.6742, -2.8077, 2.8919], [0.5186, -1.9900, 1.7442], [-0.8347, -2.0755, 1.3052], [-2.0909, -2.8153, 2.9745], [-2.2177, -3.7610, 1.5164], [0.0590, -4.6686, 2.0726], [-0.6288, -4.3119, 3.7525], [1.6712, -3.2504, 2.9926], [0.5883, -2.1097, 3.7371], [-0.9046, -2.2544, 0.2319], [-1.4278, -1.1837, 1.5276], [0.2191, 2.4006, 3.8639], [0.5779, 2.4001, 5.3423], [0.5323, 0.9158, 5.7207], [-0.5390, 0.4335, 4.9343], [-0.4237, 1.0159, 3.6334], [1.0467, 2.6854, 3.2123], [-0.4589, 3.2366, 3.6688], [-0.1876, 2.9275, 5.9159], [1.5147, 2.9109, 5.5714], [0.3971, 0.6435, 6.7620], [1.4612, 0.4657, 5.3357], [-1.3447, 0.9578, 3.0540], [0.2039, 0.3671, 3.0069], [5.3393, -0.0664, 2.4163], [4.0261, -0.6891, 2.9116], [4.4697, -1.3972, 4.1929], [5.8684, -1.6165, 4.1021], [6.4237, -0.5231, 3.3699], [5.2492, 1.0208, 2.3770], [5.4892, -0.3918, 1.3851], [3.5414, -1.4694, 2.3231], [3.2392, 0.0438, 3.0974], [3.9584, -2.3549, 4.2938], [4.2002, -0.8138, 5.0819], [7.3073, -0.8956, 2.8472], [6.8224, 0.2912, 3.9845]],
  "forces_ev_per_angstrom": [[-0.568, 1.200, -0.559], [1.201, 0.285, 0.390], [-0.274, -0.117, 0.224], [1.176, -0.202, -0.771], [-0.624, -0.050, 0.190], [-0.205, -0.052, 0.816], [0.127, -0.335, -0.399], [-0.042, -0.187, -0.212], [0.236, -0.036, 0.356], [0.327, -0.499, 0.126], [-0.696, -0.056, 0.350], [-0.418, -0.156, -0.663], [-0.098, 0.024, 0.092], [-0.041, 0.019, -0.001], [-0.001, 0.167, 0.032], [0.010, -0.237, -0.110], [-0.150, 0.319, -0.440], [-0.144, 0.223, -0.200], [0.246, -0.192, 0.605], [-0.110, -0.016, -0.386], [0.583, 0.389, -0.106], [-0.335, -0.455, 1.056], [-0.114, 0.049, -0.003], [-0.023, -0.084, -0.013], [0.111, -0.014, 0.096], [0.235, -0.014, 0.262], [-0.094, -0.190, 0.111], [-0.121, 0.198, -0.076], [-0.181, 0.269, -0.640], [0.157, -0.226, -0.123], [0.233, -1.247, -0.358], [-1.508, -0.105, 0.341], [-0.086, 0.708, -0.572], [0.915, 0.897, 1.004], [-1.339, -0.884, -0.321], [1.071, 0.725, -1.441], [-0.852, -0.706, 1.682], [-0.433, 0.122, 0.306], [-0.110, 0.739, -0.117], [0.084, -0.358, -0.229], [0.473, -0.430, 0.334], [1.082, 0.394, 0.092], [0.221, 0.095, -0.245], [0.418, -0.232, 0.052], [-0.172, 0.248, -0.465], [-0.415, -1.641, 0.538], [-0.232, 0.465, -0.116], [-0.282, 0.145, 0.422], [-0.169, -0.228, -0.310], [0.251, 0.275, 0.099], [-0.171, 0.069, 0.625], [1.322, -0.146, -0.691], [0.052, -0.048, -0.275], [0.201, 0.368, 0.053], [0.126, 0.698, -0.261], [0.531, -0.158, -0.143], [-0.128, 0.106, -0.068], [-0.368, 0.038, -0.124], [-0.203, 0.288, -0.059], [-0.549, -0.251, 0.266], [0.108, -0.304, 0.797], [0.012, -0.531, 0.663], [0.534, 0.307, 0.202], [0.006, 0.088, 0.101], [-0.284, 0.858, -0.145], [-0.065, 0.433, -0.651], [-0.274, -0.312, -0.242], [-0.194, 0.041, -0.015], [-0.040, 0.071, -0.426], [-0.183, 0.102, -0.061], [-0.139, 0.020, -0.218], [-0.088, -0.527, 0.373], [0.528, -0.242, -0.315], [0.221, -0.304, 0.491], [-0.685, 0.817, -0.578], [0.512, 0.278, 0.644], [0.087, -0.195, -0.776], [-1.124, -0.102, 0.744], [-0.148, 0.498, -0.323], [0.229, -0.293, 0.027], [0.066, -0.346, 0.397], [0.229, -0.486, -0.133], [0.184, 0.368, -0.568], [-0.517, -0.563, 0.384], [0.368, -0.029, -0.038], [0.586, 0.444, -0.241], [-0.612, 0.875, -0.438], [-0.011, 0.225, 1.000], [0.621, 0.383, -1.383], [-0.871, -0.330, -0.090], [1.025, -0.472, -0.390], [0.294, -0.774, 0.059], [-0.383, -0.275, 0.066], [-0.072, -0.036, -0.047], [0.120, -0.246, -0.087], [-0.206, 0.153, 0.031], [0.097, -0.196, 0.297], [-0.488, 0.469, 0.693], [0.518, 0.100, 0.206], [-0.845, 0.428, -1.147], [-0.223, -0.397, 0.827], [-0.545, 0.042, 0.514], [-0.029, 0.392, 0.004], [0.537, -0.511, -0.312], [0.098, -0.014, 0.079], [0.391, -0.022, 0.082], [0.459, 0.302, -0.745], [0.126, 0.100, 0.118], [0.264, -0.143, 0.087], [0.290, 0.119, 0.079], [-0.114, -0.193, -0.067], [-0.502, -0.038, 0.447]],
  "spin_multiplicity": 1,
  "de_lowest_kj_mol": 471.9,
  "gap_ev": 9.828,
  "smiles": "CCOC(=O)OC.CCOC(=O)OC.CCOC(=O)OC.CCOC(=O)OC.C1CCOC1.C1CCOC1.C1CCOC1.C1CCOC1",
  "lumo_ev": 0.49
}